Entry 1:
H4N4 as an isolated structure in a non-equilibrium geometry. Source: the OMol25 dataset; level of theory: ωB97M-V with the def2-TZVPD basis set.

Geometry as ORCA input:
```
! wB97M-V def2-TZVPD RIJCOSX def2/J DEFGRID3
* xyz 0 3
N -0.64 0.28 -0.92
N -0.25 -1.04 -0.42
N -0.27 0.97 0.28
N 0.86 -0.51 0.55
H -0.15 0.66 -1.65
H -1.00 -1.33 0.28
H 0.23 1.85 0.15
H 0.54 -1.06 1.43
*
```

## Properties
- total energy (Ha) = -221.13968
- highest occupied orbital energy (alpha / beta) (eV) = -7.305 / -10.218
- LUMO energy (alpha / beta) (eV) = 1.321 / -0.876
- Kohn-Sham gap (alpha / beta) (Eh) = 0.31700 / 0.34333
- ΔE to the lowest compared entry with this formula, charge and spin (kcal/mol) = 64.3
- <S²> = 2.010

Entry 2:
A 6-piece molecular cluster, C5H18NO7 overall in a non-equilibrium geometry. Source: the OMol25 dataset; level of theory: ωB97M-V with the def2-TZVPD basis set.

Geometry as ORCA input:
```
! wB97M-V def2-TZVPD RIJCOSX def2/J DEFGRID3
* xyz -1 1
O 1.98 -1.27 -0.26
C 0.91 -0.64 -0.26
O 0.87 0.63 -0.40
C -0.47 -1.26 0.11
C -0.98 -0.85 1.51
C -0.88 0.61 1.85
C -1.54 1.23 2.81
N -0.20 -2.71 0.08
H -1.18 -0.88 -0.62
H -0.55 -1.41 2.34
H -2.01 -1.20 1.47
H -0.08 1.27 1.54
H -2.27 0.93 3.58
H -1.38 2.26 3.13
H 0.62 -2.90 -0.47
H -1.04 -3.17 -0.22
H 1.32 -1.82 2.02
H 2.75 -1.45 1.68
O 2.20 -1.77 2.40
H 1.08 -1.05 -2.62
H 0.35 -0.82 -3.98
O 0.88 -1.44 -3.48
H -0.24 2.11 -0.94
H 0.06 3.54 -1.00
O -0.51 2.95 -0.50
H -3.09 1.83 0.88
H -2.75 3.01 -0.06
O -3.45 2.62 0.47
H 1.35 0.96 -2.14
H 1.75 0.97 -3.66
O 1.04 1.18 -3.04
*
```

## Properties
- total energy (Ha) = -782.80566
- highest occupied orbital energy (eV) = -5.752
- LUMO energy (eV) = 3.261
- Kohn-Sham gap (Eh) = 0.33124
- ΔE to the lowest compared entry with this formula, charge and spin (kcal/mol) = 33.9

Entry 3:
The molecule C4H7NO in a non-equilibrium geometry. Source: the OMol25 dataset; level of theory: ωB97M-V with the def2-TZVPD basis set.

Geometry as ORCA input:
```
! wB97M-V def2-TZVPD RIJCOSX def2/J DEFGRID3
* xyz 0 1
C -1.13 0.70 0.87
C 0.39 0.58 0.73
C 0.84 -0.52 -0.17
O 2.15 -0.54 -0.53
C -0.03 -1.36 -0.71
N -0.86 -1.44 -1.65
H -1.36 1.47 1.62
H -1.63 0.98 -0.06
H -1.58 -0.24 1.20
H 0.87 0.46 1.70
H 0.80 1.50 0.28
H -0.73 -0.51 -2.08
H 2.27 -1.28 -1.15
*
```

## Properties
- total energy (Ha) = -286.51569
- highest occupied orbital energy (eV) = -8.214
- LUMO energy (eV) = 0.617
- Kohn-Sham gap (Eh) = 0.32451
- ΔE to the lowest compared entry with this formula, charge and spin (kcal/mol) = 72.8
- SMILES = CCC(O)=C=N

Entry 4:
C10H14ClN7O2S2V as an isolated structure in a non-equilibrium geometry. Source: the OMol25 dataset; level of theory: ωB97M-V with the def2-TZVPD basis set.

Geometry as ORCA input:
```
! wB97M-V def2-TZVPD RIJCOSX def2/J DEFGRID3
* xyz 0 4
V 0.06 0.05 -0.26
N -0.85 -2.55 -3.52
C -0.46 -1.50 -2.75
S -1.70 -0.67 -1.80
N 0.81 -1.18 -2.82
N 1.03 -0.11 -1.95
C 1.86 0.83 -2.25
C 1.67 2.05 -1.45
C 2.46 3.18 -1.59
C 2.14 4.32 -0.89
C 1.02 4.32 -0.06
C 0.29 3.16 0.04
N 0.59 2.03 -0.63
H -1.80 -2.84 -3.52
H -0.16 -3.03 -4.06
H 2.54 0.77 -3.08
H 3.32 3.15 -2.25
H 2.75 5.21 -0.99
H 0.73 5.19 0.50
H -0.57 3.11 0.70
N -1.25 0.35 1.55
N -1.76 -0.83 2.14
C -1.21 -2.04 1.86
N -1.70 -3.04 2.64
S -0.04 -2.31 0.70
H -0.54 0.77 2.19
H -2.02 0.99 1.41
H -2.23 -0.72 3.03
H -2.57 -2.93 3.12
H -1.42 -3.97 2.39
Cl 3.71 -0.07 3.83
C 3.42 1.01 2.42
C 1.98 0.89 1.97
O 1.11 1.48 2.63
O 1.79 0.16 0.94
H 4.10 0.71 1.64
H 3.60 2.03 2.75
*
```

## Properties
- total energy (Ha) = -3123.90945
- highest occupied orbital energy (alpha / beta) (eV) = -6.610 / -7.734
- LUMO energy (alpha / beta) (eV) = 0.066 / -0.347
- Kohn-Sham gap (alpha / beta) (Eh) = 0.24532 / 0.27147
- ΔE to the lowest compared entry with this formula, charge and spin (kcal/mol) = 0.9
- <S²> = 3.775